C8H15B2F2NO5P | wB97M-V/def2-TZVPD

Geometry as XYZ:
```
34
Properties=species:S:1:pos:R:3:forces:R:3
C 1.750 2.187 0.534 -0.30 -0.13 0.65
C 1.087 0.819 0.756 0.31 0.16 -0.40
P 0.537 -0.164 -0.733 -0.11 -0.59 0.35
C 1.051 0.734 -2.263 -0.33 -0.10 -0.16
B -1.389 -0.024 -0.786 0.11 0.26 0.37
N -2.179 1.006 -0.151 0.02 0.06 -1.80
C -1.611 2.368 -0.079 -0.14 0.03 0.92
C -3.562 1.062 -0.506 -0.35 -0.23 0.25
C -4.434 1.909 0.403 0.35 -0.07 -0.27
O -4.059 0.469 -1.436 0.36 0.15 0.44
H 2.828 2.073 0.521 0.16 0.07 -0.32
H 1.407 2.705 -0.354 0.14 0.07 -0.22
H 1.523 2.841 1.378 0.04 0.09 0.07
H 0.229 0.884 1.423 -0.13 0.07 0.04
H 1.807 0.175 1.256 0.00 -0.13 0.09
H 0.350 0.436 -3.043 -0.02 -0.07 -0.08
H 1.006 1.819 -2.206 0.09 0.12 0.04
H 2.033 0.403 -2.585 0.18 0.07 0.12
H -1.967 -0.934 -1.282 -0.07 0.05 -0.07
H -1.631 2.755 0.940 0.06 0.06 0.09
H -2.165 3.067 -0.701 -0.10 -0.01 -0.16
H -0.584 2.367 -0.409 0.08 -0.16 -0.11
H -3.867 2.539 1.076 0.03 0.10 0.08
H -5.085 2.507 -0.227 -0.20 0.05 0.09
H -5.022 1.214 0.994 -0.20 -0.04 0.03
B 2.021 -5.050 0.828 -0.14 -0.37 -0.02
O 2.523 -4.253 -0.336 0.07 0.17 0.12
C 2.894 -3.061 0.074 -0.06 -0.10 -0.36
O 3.344 -2.177 -0.603 0.19 0.15 -0.11
C 2.645 -2.970 1.587 -0.17 -0.09 0.41
O 2.861 -2.004 2.273 0.02 0.14 0.00
O 2.152 -4.117 1.994 0.09 0.16 -0.09
F 2.810 -6.175 1.021 0.07 0.01 0.01
F 0.696 -5.407 0.641 -0.04 0.04 -0.01
```
Forces are in eV/Å.

Computed properties:
**Net charge**: -1
**HOMO-LUMO gap**: 0.28527 Ha

***

H2INP2 | wB97M-V/def2-TZVPD

Geometry as XYZ:
```
6
Properties=species:S:1:pos:R:3:forces:R:3
N 3.547 -0.942 -0.298 1.05 -0.29 -1.10
P 4.230 -1.235 -1.627 -0.34 0.03 -0.36
P 3.393 -0.834 1.277 -1.87 0.93 1.24
I -2.157 -1.354 -0.639 0.44 -1.09 0.55
H 2.074 -0.111 1.213 1.14 -0.66 0.22
H -2.662 -0.043 -1.291 -0.42 1.09 -0.54
```
Forces are in eV/Å.

Computed properties:
**Net charge**: 0
**HOMO-LUMO gap (alpha / beta)**: 0.23697 / 0.23646 Ha
**Energy above the lowest of the compared OMol25 structures with the same formula, charge and spin**: 39.4 kcal/mol

***

Cl2FeH46O23 | wB97M-V/def2-TZVPD

Geometry as XYZ:
```
72
Properties=species:S:1:pos:R:3:forces:R:3
Fe 0.107 -0.188 -0.194 0.57 -0.57 1.35
Cl 1.893 -1.850 0.414 -0.28 0.16 -0.04
Cl 1.443 3.335 3.017 -0.64 -0.28 -0.45
O 0.235 -2.694 -3.369 0.16 0.46 -0.05
H -0.279 -2.857 -4.160 -0.17 -0.04 -0.37
H 0.630 -3.541 -3.162 0.47 -0.28 0.15
O -1.173 -1.850 -0.504 0.04 0.01 -0.49
H -1.086 -2.791 -0.351 0.34 -0.20 0.34
H -2.052 -1.747 -0.869 -0.53 0.15 0.11
O 2.879 1.321 -3.309 -0.70 0.19 0.00
H 2.930 0.702 -4.038 0.11 -0.23 -0.32
H 3.476 2.028 -3.553 0.48 0.15 0.18
O 4.259 -0.185 2.631 0.28 -0.03 0.36
H 4.685 -0.835 2.073 0.07 -0.11 -0.26
H 3.327 -0.266 2.425 -0.37 0.22 -0.32
O -3.496 0.860 1.540 0.13 0.10 -0.26
H -3.794 0.534 2.389 -0.01 -0.09 0.45
H -3.981 1.676 1.413 -0.22 0.24 -0.14
O -0.702 0.105 1.772 0.28 -0.37 -1.19
H -1.246 0.855 2.016 -0.38 0.67 0.22
H -0.265 -0.149 2.585 0.73 -0.41 0.50
O -3.911 -1.812 0.607 0.15 -0.95 0.26
H -4.161 -1.543 -0.277 -0.38 0.35 -0.10
H -3.582 -1.012 1.017 0.10 0.35 -0.07
O 1.097 3.798 -3.721 -0.03 0.17 -0.21
H 1.554 3.008 -3.433 0.19 -0.54 0.25
H 1.753 4.286 -4.218 -0.01 0.31 -0.17
O 2.480 4.047 -0.838 0.02 -0.37 -0.41
H 3.275 4.575 -0.760 0.28 0.06 0.31
H 1.814 4.661 -1.149 -0.21 0.13 0.02
O -1.107 -2.160 3.456 -0.16 -0.06 0.15
H -1.995 -2.514 3.414 -0.32 -0.09 -0.02
H -0.565 -2.820 3.023 0.40 -0.03 -0.08
O -3.661 2.653 -2.027 -0.81 -0.61 0.29
H -2.792 3.043 -2.116 0.58 0.51 -0.20
H -3.950 2.504 -2.928 -0.10 0.17 -0.27
O -1.819 -4.301 -2.587 -0.48 -0.18 -0.02
H -1.489 -4.995 -2.017 0.02 -0.34 0.16
H -1.186 -3.590 -2.493 0.18 0.39 0.07
O 3.646 -3.898 2.559 -0.01 -0.33 0.23
H 3.264 -3.171 2.067 -0.29 0.37 -0.32
H 4.578 -3.689 2.612 0.22 0.02 0.07
O -1.103 3.633 -2.250 -0.66 -0.26 0.51
H -0.434 3.748 -2.925 0.50 0.12 -0.65
H -0.804 4.179 -1.522 -0.01 0.13 0.39
O -1.491 1.997 3.516 -1.14 0.11 -0.49
H -2.170 2.668 3.433 -0.16 0.18 0.09
H -0.668 2.483 3.482 1.69 0.76 -0.15
O 1.023 -5.029 0.219 -0.39 -0.50 -0.50
H 0.163 -5.102 0.633 -0.13 -0.16 0.25
H 1.355 -4.178 0.505 0.40 0.70 0.10
O 1.258 1.561 0.120 -0.12 -0.45 -0.65
H 1.891 2.187 -0.232 0.34 0.40 -0.14
H 1.108 1.852 1.019 0.11 0.68 1.37
O 0.621 -0.219 -2.186 0.04 0.47 -0.71
H 1.329 0.345 -2.498 0.38 0.55 0.20
H 0.676 -1.001 -2.736 -0.23 -1.01 -0.06
O 1.485 -0.339 3.990 -0.19 -0.13 -0.44
H 1.170 -0.428 4.890 -0.38 0.22 0.33
H 2.279 -0.872 3.959 0.33 -0.16 0.02
O -1.182 0.129 5.238 0.06 -0.73 0.98
H -1.216 -0.589 4.607 0.11 -0.41 -0.09
H -1.288 0.919 4.709 -0.10 0.44 -0.11
O -4.382 -0.436 -1.756 0.13 -0.20 -0.16
H -4.534 0.463 -2.047 0.05 0.49 0.21
H -4.436 -0.959 -2.556 -0.06 -0.26 -0.25
O 4.791 -0.131 -1.740 0.48 0.05 0.00
H 4.562 -0.769 -2.416 -0.03 -0.25 -0.01
H 3.969 0.319 -1.545 -0.21 0.03 0.21
O -1.374 1.146 -0.799 -0.58 -0.16 0.18
H -2.309 1.047 -0.619 -0.44 -0.20 0.22
H -1.327 1.843 -1.453 0.50 0.48 -0.34
```
Forces are in eV/Å.

Computed properties:
**Net charge**: 0
**HOMO-LUMO gap (alpha / beta)**: 0.22895 / 0.22881 Ha
**Spin multiplicity**: 5
**⟨S²⟩**: 6.0058

***

C9H10N3O2 | wB97M-V/def2-TZVPD

Geometry as XYZ:
```
24
Properties=species:S:1:pos:R:3:forces:R:3
C -1.387 1.169 0.154 0.95 0.57 -1.37
C 0.585 -2.245 0.775 -2.85 5.41 1.08
C -0.397 0.214 0.482 -2.91 2.23 -0.23
C -1.191 1.765 -1.190 -2.24 0.55 -0.86
C -0.553 -0.395 1.836 2.79 -0.67 -1.96
C -0.231 1.242 -2.228 -1.13 -0.10 3.88
C -2.038 2.764 -1.671 2.35 -0.42 2.00
C 0.586 -2.234 3.156 -3.22 3.41 3.04
C 1.868 -0.088 -2.214 0.20 2.51 -1.03
N 0.283 -1.637 1.918 -0.63 -0.66 -4.00
N 0.698 0.373 -1.557 -0.54 0.12 0.13
N 0.642 -0.015 -0.329 -0.09 -0.89 0.91
O -1.156 0.110 2.701 -0.62 -0.42 1.33
O -0.201 1.581 -3.351 0.80 -0.20 -1.53
H -2.214 1.598 0.834 1.62 -1.10 -1.05
H 1.033 -3.145 0.817 1.83 -3.16 0.33
H -1.763 3.370 -2.547 -0.70 -0.68 0.22
H -2.637 3.129 -0.851 -0.84 0.49 -0.57
H -0.419 -2.272 3.729 1.80 -0.30 -0.55
H 0.972 -3.135 2.937 1.53 -3.18 0.04
H 1.230 -1.512 3.656 0.29 -0.55 0.52
H 1.621 -0.911 -2.766 -0.71 -2.07 -2.02
H 2.236 0.737 -2.857 0.34 -0.76 0.50
H 2.433 -0.463 -1.434 2.03 -0.15 1.18
```
Forces are in eV/Å.

Computed properties:
**Net charge**: +1
**HOMO-LUMO gap (alpha / beta)**: 0.27668 / 0.20197 Ha
**Energy above the lowest of the compared OMol25 structures with the same formula, charge and spin**: 151.0 kcal/mol

***

Calculated values (eV) of total energy for the records, taken in order: -36352.059, -28198.358, -107276.044, -18047.237.